1.
14
Properties=species:S:1:pos:R:3 method="wB97M-V/def2-TZVPD" total_energy_ha=-266.6524 max_force_ha_per_bohr=0.031 e_homo_ev=-8.91 e_above_lowest_kcal_mol=43.6 homo_lumo_gap_ev=10.00
C -0.59 0.74 -0.06
C 0.38 -0.37 0.33
C 1.81 0.16 0.39
C 2.81 -0.22 -0.42
H -1.97 -1.23 0.60
H -3.39 -0.48 0.01
H -0.20 1.73 -0.23
H 0.25 -1.23 -0.36
H 0.13 -0.69 1.34
H 2.01 0.87 1.21
H 2.58 -0.95 -1.23
H 3.81 0.15 -0.31
N -2.39 -0.62 -0.12
N -1.85 0.62 -0.23


2.
14
Properties=species:S:1:pos:R:3 method="wB97M-V/def2-TZVPD" total_energy_ha=-266.6905 smiles=CN(C)CC#N max_force_ha_per_bohr=0.021 e_homo_ev=-9.42 e_above_lowest_kcal_mol=19.8 homo_lumo_gap_ev=10.27
C -0.37 -0.48 -1.53
N 0.19 -0.41 -0.19
C 1.23 0.60 -0.07
C -0.83 -0.12 0.79
C -0.35 -0.36 2.17
N 0.03 -0.50 3.25
H -0.93 0.42 -1.82
H -1.04 -1.34 -1.61
H 0.43 -0.63 -2.25
H 1.77 0.45 0.87
H 0.78 1.62 -0.05
H 1.93 0.53 -0.90
H -1.72 -0.73 0.61
H -1.12 0.95 0.74


3.
15
Properties=species:S:1:pos:R:3 method="wB97M-V/def2-TZVPD" total_energy_ha=-341.9298 smiles=Cc1cnc[nH]1.O max_force_ha_per_bohr=0.103 e_homo_ev=-8.32 e_above_lowest_kcal_mol=46.4 homo_lumo_gap_ev=9.04
C 1.88 -0.14 -1.59
C 0.75 -0.21 -0.71
C -0.65 0.04 -1.02
N -1.47 -0.34 0.00
C -0.66 -0.98 0.91
N 0.71 -0.85 0.52
H 2.16 0.87 -1.95
H 1.63 -0.56 -2.59
H 2.79 -0.59 -1.22
H -0.90 0.30 -2.07
H -1.06 -1.58 1.71
H 1.50 -1.47 0.61
H -2.45 2.44 2.09
H -2.10 1.09 2.42
O -2.12 1.97 2.88


4.
15
Properties=species:S:1:pos:R:3 method="wB97M-V/def2-TZVPD" total_energy_ha=-341.9546 smiles=Cc1c[nH]cn1.O max_force_ha_per_bohr=0.068 e_homo_ev=-8.56 e_above_lowest_kcal_mol=30.8 homo_lumo_gap_ev=8.95
N 0.82 1.38 -0.26
C 0.83 0.54 0.73
C 0.48 -0.76 -1.02
C 0.46 0.59 -1.39
N 0.63 -0.71 0.33
C 0.18 1.08 -2.80
H 1.00 0.86 1.75
H 0.38 -1.71 -1.54
H 0.67 -1.59 0.85
H -0.84 1.51 -2.87
H 0.25 0.25 -3.51
H 0.91 1.86 -3.09
O -2.21 -0.84 4.15
H -1.58 -1.36 3.59
H -1.98 -1.09 5.07


5.
15
Properties=species:S:1:pos:R:3 method="wB97M-V/def2-TZVPD" total_energy_ha=-341.9563 smiles="C[C@@]1(C(N)=O)CN1" max_force_ha_per_bohr=0.007 e_homo_ev=-9.63 e_above_lowest_kcal_mol=29.7 homo_lumo_gap_ev=10.63
C -1.23 -1.20 0.35
C -0.24 -0.10 0.03
C -0.59 0.91 -1.01
N -0.50 1.30 0.39
C 1.21 -0.50 0.22
O 1.52 -1.65 0.48
N 2.14 0.49 0.05
H -2.05 -0.84 0.97
H -1.66 -1.63 -0.56
H -0.71 -2.00 0.87
H 0.18 1.32 -1.66
H -1.57 0.81 -1.46
H -1.42 1.40 0.80
H 1.84 1.44 0.19
H 3.07 0.25 0.34


6.
15
Properties=species:S:1:pos:R:3 method="wB97M-V/def2-TZVPD" total_energy_ha=-341.7713 max_force_ha_per_bohr=0.158 e_homo_ev=-8.82 e_above_lowest_kcal_mol=145.8 homo_lumo_gap_ev=9.65
C -2.22 0.29 -0.35
C 0.97 -1.28 -0.14
C 1.99 -0.08 0.00
C 0.76 0.91 -0.01
H -2.07 -0.20 -1.26
H -1.88 1.47 -0.51
H -3.21 0.46 0.23
H -0.96 0.39 1.59
H 1.29 -2.06 0.49
H 0.55 -1.55 -1.15
H 2.67 0.06 0.99
H 2.75 0.13 -0.83
N -1.37 -0.31 0.58
N -0.05 -0.29 0.30
O 0.79 2.06 0.07


7.
15
Properties=species:S:1:pos:R:3 method="wB97M-V/def2-TZVPD" total_energy_ha=-341.8639 smiles="C=C(N)O.C1=NC1" max_force_ha_per_bohr=0.009 e_homo_ev=-8.32 e_above_lowest_kcal_mol=87.7 homo_lumo_gap_ev=9.05
N -1.11 1.57 -0.55
C 0.15 1.29 -0.03
O 1.02 1.06 -1.06
C 0.46 1.18 1.27
N -0.09 -2.28 0.93
C 0.68 -2.13 -0.05
C -0.71 -1.98 -0.43
H -1.06 2.09 -1.42
H -1.74 2.01 0.11
H 1.43 0.82 1.58
H -0.28 1.35 2.04
H 1.89 0.94 -0.67
H 1.74 -2.14 -0.25
H -1.14 -0.98 -0.56
H -1.24 -2.80 -0.91


8.
15
Properties=species:S:1:pos:R:3 method="wB97M-V/def2-TZVPD" total_energy_ha=-341.8357 max_force_ha_per_bohr=0.053 e_homo_ev=-8.52 e_above_lowest_kcal_mol=105.4 homo_lumo_gap_ev=9.44
C -0.25 0.19 1.58
C -0.44 -0.06 0.27
C 1.83 0.35 -0.74
C 0.43 -0.40 -0.89
N -1.65 0.07 1.84
N -1.84 -0.05 0.48
O -0.25 0.00 -2.07
H 0.71 0.24 2.18
H 1.78 1.43 -0.84
H 2.55 0.04 -1.51
H 2.25 0.00 0.20
H 0.62 -1.48 -1.09
H -2.14 0.93 2.15
H -2.51 -0.76 0.38
H -1.08 -0.50 -1.95


9.
15
Properties=species:S:1:pos:R:3 method="wB97M-V/def2-TZVPD" total_energy_ha=-341.8194 max_force_ha_per_bohr=0.023 e_homo_ev=-7.28 e_above_lowest_kcal_mol=115.6 homo_lumo_gap_ev=7.34
C -2.04 0.89 0.49
N -0.61 0.24 0.71
C 0.09 -0.13 -0.54
C 1.62 -0.19 -0.39
O 2.12 1.08 -0.03
C -0.43 -1.42 -1.03
N -0.75 -2.45 -1.43
H -2.48 0.29 -0.31
H -2.55 0.59 1.42
H -0.23 1.11 1.06
H -0.50 -0.51 1.41
H -0.18 0.67 -1.24
H 2.06 -0.44 -1.36
H 1.91 -0.97 0.32
H 1.95 1.24 0.90


10.
15
Properties=species:S:1:pos:R:3 method="wB97M-V/def2-TZVPD" total_energy_ha=-341.9440 smiles=N#C[C@@H](N)CCO max_force_ha_per_bohr=0.016 e_homo_ev=-10.10 e_above_lowest_kcal_mol=37.5 homo_lumo_gap_ev=10.82
N -2.09 -0.80 0.08
C -0.87 -0.03 0.28
C 0.25 -0.48 -0.65
C 1.55 0.23 -0.36
O 1.87 0.08 1.04
C -1.14 1.40 0.03
N -1.33 2.52 -0.16
H -1.90 -1.77 0.29
H -2.79 -0.48 0.74
H -0.45 -0.10 1.30
H -0.04 -0.34 -1.69
H 0.39 -1.56 -0.52
H 1.50 1.32 -0.58
H 2.27 -0.24 -1.02
H 2.80 0.26 1.23


11.
15
Properties=species:S:1:pos:R:3 method="wB97M-V/def2-TZVPD" total_energy_ha=-341.9676 smiles=Cc1c[nH]cn1.O max_force_ha_per_bohr=0.014 e_homo_ev=-8.76 e_above_lowest_kcal_mol=22.6 homo_lumo_gap_ev=9.62
C -0.55 -0.51 -1.50
C -0.06 0.54 -0.58
C 0.50 1.74 -0.91
N 0.82 2.36 0.27
C 0.40 1.53 1.26
N -0.11 0.43 0.79
H -0.06 -0.47 -2.47
H -0.40 -1.51 -1.08
H -1.62 -0.46 -1.68
H 0.65 2.20 -1.87
H 1.01 3.34 0.39
H 0.43 1.72 2.32
H 0.29 -3.17 1.55
H -1.03 -3.95 1.47
O -0.27 -3.78 2.05


12.
15
Properties=species:S:1:pos:R:3 method="wB97M-V/def2-TZVPD" total_energy_ha=-341.9109 smiles="CC(=O)C#N.CN" max_force_ha_per_bohr=0.026 e_homo_ev=-9.18 e_above_lowest_kcal_mol=58.2 homo_lumo_gap_ev=9.40
C 1.45 1.68 1.20
N 0.56 1.35 0.11
C -0.90 -0.38 0.21
N -1.41 -0.32 1.26
C -0.62 -0.74 -1.20
O -0.45 0.07 -2.08
C -0.70 -2.22 -1.38
H 2.49 1.59 0.87
H 1.28 0.98 2.02
H 1.29 2.70 1.57
H 0.82 1.70 -0.81
H -0.38 1.65 0.34
H -1.75 -2.50 -1.22
H -0.37 -2.51 -2.37
H -0.11 -2.71 -0.59